Record 1
{"formula": "C31H57F12HgN5O11S4", "method": "ωB97M-V/def2-TZVPD", "elements": ["Hg", "C", "F", "F", "F", "S", "O", "O", "N", "S", "O", "O", "C", "F", "F", "F", "C", "F", "F", "F", "S", "O", "O", "N", "S", "O", "O", "C", "F", "F", "F", "C", "C", "C", "C", "C", "C", "N", "O", "C", "C", "C", "H", "H", "H", "H", "H", "H", "H", "H", "H", "H", "H", "H", "H", "H", "H", "H", "H", "H", "H", "C", "C", "C", "C", "C", "C", "N", "O", "C", "C", "C", "H", "H", "H", "H", "H", "H", "H", "H", "H", "H", "H", "H", "H", "H", "H", "H", "H", "H", "H", "C", "C", "C", "C", "C", "C", "N", "O", "C", "C", "C", "H", "H", "H", "H", "H", "H", "H", "H", "H", "H", "H", "H", "H", "H", "H", "H", "H", "H", "H"], "coordinates": [[-0.614, -2.048, -0.024], [-1.835, -4.888, -3.354], [-2.255, -4.119, -4.327], [-2.706, -5.073, -2.418], [-1.367, -6.016, -3.822], [-0.179, -4.099, -2.553], [-0.207, -4.588, -1.167], [0.998, -4.401, -3.421], [-0.437, -2.451, -2.104], [0.272, -1.833, -3.284], [1.697, -1.770, -3.076], [-0.171, -2.190, -4.619], [-0.424, -0.049, -3.099], [-0.387, 0.522, -1.926], [0.238, 0.737, -3.914], [-1.701, 0.021, -3.434], [-4.557, -2.122, -1.436], [-5.447, -1.335, -2.133], [-4.943, -3.411, -1.217], [-3.560, -2.064, -2.349], [-3.748, -1.423, 0.147], [-2.831, -0.404, -0.280], [-4.810, -0.954, 1.046], [-2.695, -2.642, 0.771], [-3.590, -3.328, 1.809], [-3.507, -2.835, 3.167], [-4.928, -3.759, 1.344], [-2.682, -4.969, 1.899], [-2.867, -5.589, 0.797], [-1.413, -4.647, 2.035], [-3.140, -5.742, 2.918], [-7.317, 2.840, -0.768], [-5.787, 3.035, -0.395], [-4.925, 2.595, -1.708], [-3.437, 2.878, -1.767], [-3.354, 4.388, -1.516], [-4.077, 4.910, -0.192], [-5.461, 4.494, -0.196], [-6.187, 5.161, 0.854], [-3.204, 4.529, 1.126], [-4.068, 6.474, -0.338], [-5.495, 2.167, 0.779], [-7.637, 1.919, -1.255], [-7.566, 3.660, -1.441], [-7.892, 3.007, 0.144], [-4.839, 1.510, -1.665], [-5.486, 2.981, -2.559], [-3.025, 2.603, -2.738], [-2.888, 2.261, -1.057], [-3.750, 4.921, -2.381], [-2.306, 4.686, -1.501], [-2.327, 5.175, 1.166], [-3.769, 4.612, 2.055], [-2.970, 3.471, 1.238], [-3.175, 6.986, 0.020], [-4.183, 6.862, -1.350], [-4.881, 6.937, 0.221], [-5.914, 1.189, 0.540], [-5.936, 2.607, 1.674], [-4.415, 2.030, 0.829], [-6.833, 5.677, 0.364], [5.196, -0.298, -3.239], [5.248, -0.674, -1.674], [6.764, -0.993, -1.380], [7.291, -0.743, 0.099], [6.670, 0.475, 0.797], [5.722, 1.371, -0.162], [4.785, 0.423, -0.771], [3.514, 0.921, -1.055], [4.960, 2.471, 0.762], [6.571, 2.294, -1.183], [4.331, -1.958, -1.426], [5.892, -0.890, -3.833], [5.365, 0.773, -3.353], [4.203, -0.483, -3.648], [7.068, -2.015, -1.611], [7.486, -0.486, -2.020], [8.368, -0.747, -0.064], [6.982, -1.682, 0.560], [7.436, 1.105, 1.249], [6.118, 0.082, 1.651], [4.361, 1.862, 1.438], [5.680, 2.993, 1.391], [4.336, 3.083, 0.110], [6.921, 3.178, -0.651], [7.303, 1.614, -1.619], [5.911, 2.735, -1.930], [4.055, -2.534, -2.309], [3.275, -1.725, -1.288], [4.610, -2.694, -0.673], [3.717, 1.396, -1.864], [-0.981, -0.035, 1.972], [0.402, -0.322, 2.543], [0.047, -0.873, 3.966], [1.185, -1.669, 4.594], [1.388, -2.801, 3.562], [1.950, -2.324, 2.222], [1.106, -1.325, 1.610], [1.332, -0.864, 0.310], [3.387, -1.758, 2.267], [1.926, -3.525, 1.385], [1.110, 1.033, 2.568], [-1.360, 0.836, 2.507], [-1.712, -0.836, 2.079], [-0.895, 0.262, 0.927], [-0.017, -0.016, 4.637], [-0.878, -1.440, 4.071], [0.927, -2.127, 5.549], [2.042, -1.039, 4.834], [0.432, -3.324, 3.537], [2.151, -3.424, 4.029], [3.518, -0.811, 2.790], [3.978, -2.449, 2.868], [3.838, -1.671, 1.279], [2.405, -4.399, 1.827], [0.887, -3.803, 1.209], [2.475, -3.392, 0.453], [0.679, 1.865, 2.010], [2.079, 0.879, 2.092], [1.458, 1.494, 3.492], [1.907, -0.096, 0.353]], "homo_lumo_gap_ha": 0.241, "lumo_ev": -1.7, "e_homo_ev": -8.22, "spin_multiplicity": 1, "relative_energy_kj_mol": 117.02, "e_tot_ev": -143156.5874, "largest_force_ha_per_bohr": 0.166}

=====

Record 2
{"formula": "C22H46FNO7P", "method": "ωB97M-V/def2-TZVPD", "elements": ["C", "C", "C", "F", "P", "N", "C", "C", "O", "C", "C", "O", "H", "H", "H", "H", "H", "H", "H", "H", "H", "H", "H", "H", "H", "H", "H", "H", "C", "C", "O", "C", "H", "H", "H", "H", "H", "H", "C", "C", "O", "C", "H", "H", "H", "H", "H", "H", "C", "C", "O", "C", "H", "H", "H", "H", "H", "H", "C", "C", "O", "C", "H", "H", "H", "H", "H", "H", "C", "C", "O", "C", "H", "H", "H", "H", "H", "H"], "coordinates": [[3.130, 0.724, -0.871], [1.798, 0.501, -0.108], [2.056, -0.224, 1.203], [3.046, 0.548, 1.884], [0.516, -0.349, 2.386], [-0.575, -1.176, 0.983], [-1.952, -0.889, 1.111], [-2.474, 0.121, 0.106], [-2.717, -1.370, 1.921], [-0.328, -2.546, 0.792], [0.718, -2.892, -0.250], [-0.902, -3.463, 1.358], [3.950, 0.221, -0.356], [3.115, 0.359, -1.899], [3.350, 1.795, -0.911], [1.396, 1.483, 0.162], [1.052, -0.009, -0.708], [2.525, -1.197, 1.018], [0.133, 0.995, 1.916], [-0.638, -0.353, 3.274], [0.860, -1.647, 2.846], [1.320, 0.224, 3.472], [-1.672, 0.662, -0.390], [-3.091, 0.826, 0.671], [-3.138, -0.375, -0.603], [0.173, -3.150, -1.163], [1.273, -3.770, 0.081], [1.375, -2.064, -0.486], [-6.698, -0.511, -1.825], [-6.009, 0.814, -1.621], [-4.882, 1.004, -2.008], [-6.793, 1.890, -0.907], [-6.029, -1.189, -2.349], [-6.970, -0.942, -0.860], [-7.603, -0.373, -2.419], [-7.069, 1.549, 0.092], [-7.705, 2.120, -1.463], [-6.185, 2.788, -0.823], [1.917, -3.645, 5.637], [2.896, -3.670, 4.484], [2.640, -3.125, 3.443], [4.201, -4.406, 4.710], [1.033, -3.087, 5.339], [1.629, -4.663, 5.908], [2.374, -3.167, 6.506], [4.005, -5.454, 4.944], [4.747, -3.958, 5.542], [4.809, -4.346, 3.810], [6.247, 2.335, 5.018], [5.789, 0.944, 5.398], [6.490, 0.218, 6.069], [4.436, 0.530, 4.895], [7.235, 2.521, 5.434], [6.287, 2.428, 3.931], [5.545, 3.076, 5.403], [4.404, 0.558, 3.804], [3.667, 1.206, 5.273], [4.212, -0.482, 5.225], [-4.587, 0.717, -7.291], [-4.997, 0.839, -5.840], [-5.695, 0.005, -5.314], [-4.496, 2.053, -5.097], [-5.010, -0.192, -7.714], [-4.947, 1.579, -7.855], [-3.500, 0.679, -7.370], [-4.869, 2.957, -5.584], [-3.405, 2.072, -5.096], [-4.847, 2.020, -4.070], [1.422, 1.564, -5.325], [1.229, 1.880, -3.857], [1.014, 1.017, -3.045], [1.322, 3.333, -3.454], [1.333, 0.492, -5.478], [0.667, 2.079, -5.922], [2.410, 1.894, -5.653], [0.563, 3.918, -3.976], [2.306, 3.731, -3.709], [1.168, 3.418, -2.381]], "homo_lumo_gap_ha": 0.212, "lumo_ev": 2.1, "e_homo_ev": -3.71, "spin_multiplicity": 1, "relative_energy_kj_mol": 36.33, "e_tot_ev": -51386.9988, "charge": -1, "largest_force_ha_per_bohr": 0.040}

=====

Record 3
{"formula": "C4H6O2", "method": "ωB97M-V/def2-TZVPD", "elements": ["O", "C", "C", "C", "C", "O", "H", "H", "H", "H", "H", "H"], "coordinates": [[1.630, 0.806, 1.284], [1.819, 0.195, 0.259], [0.682, -0.334, -0.581], [-0.583, -0.411, 0.244], [-1.713, 0.505, 0.116], [-1.786, -0.824, -0.386], [2.847, -0.043, -0.099], [0.969, -1.327, -0.944], [0.577, 0.299, -1.473], [-0.425, -0.860, 1.221], [-2.308, 0.708, 1.005], [-1.710, 1.285, -0.646]], "homo_lumo_gap_ha": 0.406, "lumo_ev": 1.0, "e_homo_ev": -10.08, "spin_multiplicity": 1, "relative_energy_kj_mol": 192.10, "e_tot_ev": -8338.4702, "smiles": "O=CC[C@H]1CO1", "largest_force_ha_per_bohr": 0.011}

=====

Record 4
{"formula": "C15H32Br2IN2O3", "method": "ωB97M-V/def2-TZVPD", "elements": ["Br", "C", "C", "N", "I", "C", "N", "Br", "H", "H", "C", "C", "O", "C", "C", "H", "H", "H", "H", "H", "H", "H", "H", "H", "H", "C", "C", "O", "C", "C", "H", "H", "H", "H", "H", "H", "H", "H", "H", "H", "C", "C", "O", "C", "C", "H", "H", "H", "H", "H", "H", "H", "H", "H", "H"], "coordinates": [[-2.342, -0.645, 5.071], [-1.503, -2.233, 4.289], [-0.591, -2.430, 3.063], [-0.270, -3.838, 3.044], [0.943, -4.790, 1.687], [-0.891, -4.572, 4.107], [-1.614, -3.575, 4.840], [-2.556, -4.062, 6.374], [-0.242, -1.589, 2.381], [-0.785, -5.684, 4.323], [1.490, -0.983, -4.273], [2.020, -1.389, -2.910], [0.996, -1.599, -1.943], [0.062, -2.630, -2.227], [0.695, -4.007, -2.339], [0.824, -0.120, -4.188], [2.315, -0.728, -4.943], [0.920, -1.791, -4.740], [2.647, -0.582, -2.522], [2.662, -2.273, -2.983], [-0.512, -2.387, -3.126], [-0.650, -2.638, -1.397], [1.354, -4.076, -3.207], [-0.077, -4.773, -2.443], [1.296, -4.227, -1.453], [-2.436, 1.026, 8.890], [-2.995, 2.246, 8.179], [-2.560, 3.475, 8.739], [-1.161, 3.721, 8.713], [-0.580, 3.776, 7.310], [-2.635, 1.079, 9.964], [-2.887, 0.113, 8.492], [-1.354, 0.947, 8.762], [-4.085, 2.237, 8.268], [-2.771, 2.216, 7.107], [-0.633, 2.985, 9.329], [-1.010, 4.691, 9.194], [-0.632, 2.803, 6.816], [0.468, 4.080, 7.344], [-1.135, 4.487, 6.692], [2.447, 2.938, -6.819], [2.651, 1.913, -7.921], [1.876, 0.734, -7.746], [0.465, 0.900, -7.741], [-0.084, 1.464, -9.040], [2.605, 2.487, -5.836], [3.143, 3.772, -6.941], [1.433, 3.347, -6.833], [3.697, 1.596, -7.917], [2.462, 2.349, -8.906], [0.157, 1.511, -6.885], [0.037, -0.093, -7.581], [0.248, 2.491, -9.204], [-1.176, 1.464, -9.024], [0.257, 0.870, -9.892]], "homo_lumo_gap_ha": 0.215, "lumo_ev": -5.1, "e_homo_ev": -10.96, "spin_multiplicity": 1, "e_tot_ev": -173370.5282, "charge": 1, "largest_force_ha_per_bohr": 0.094}